15
Properties=species:S:1:pos:R:3:mulliken_spin:R:1 method="wB97M-V/def2-TZVPD" total_charge=-1 gap_ev="3.11 / 10.97" spin_multiplicity=2 relative_energy_kcal_mol=14.9 homo_energy_ev="0.6 / -7.5"
O 3.1887 -2.0860 0.3891 0.526
H 3.8971 -2.6278 0.0413 -0.199
H 2.5942 -1.9643 -0.3512 -0.135
O -2.2223 2.1360 -2.5434 0.187
H -2.9524 2.5058 -2.0470 -0.029
H -1.6842 1.6950 -1.8859 -0.043
O 0.2240 0.2000 0.0606 0.355
H 0.3293 -0.7231 0.2911 -0.051
H -0.7171 0.3071 -0.0775 -0.059
O 0.3832 2.4965 2.2147 0.143
H 1.1274 2.7085 2.7781 -0.040
H 0.7346 1.8759 1.5763 -0.031
O -1.7877 -1.8690 -0.3374 0.933
H -2.1336 -2.3138 0.4364 -0.335
H -0.9812 -2.3408 -0.5451 -0.223

=====

23
Properties=species:S:1:pos:R:3:mulliken_charge:R:1 method="wB97M-V/def2-TZVPD" total_charge=+1 gap_ev=11.75 relative_energy_kcal_mol=23.5 homo_energy_ev=-15.0
C -1.2643 0.0609 1.1034 -1.452
C 0.0678 0.6368 0.6366 0.042
C 0.0834 1.2061 -0.7927 0.834
C -1.2696 1.5227 -1.4671 -1.562
C 0.8915 0.3287 -1.6928 -1.655
N 1.1126 -0.4064 0.8689 -0.289
H -1.9737 0.8809 1.1700 0.379
H -1.6009 -0.7315 0.3931 0.332
H -1.1844 -0.4829 2.0250 0.473
H 0.3537 1.5348 1.3002 0.257
H 0.7451 2.0624 -0.8623 0.189
H -0.9388 2.1095 -2.3311 0.455
H -1.7428 0.6118 -1.8345 0.357
H -1.9145 2.2397 -0.9627 0.389
H 0.9365 0.6842 -2.7137 0.421
H 1.9930 0.3476 -1.5167 0.408
H 0.6733 -0.7655 -1.6718 0.301
H 0.8527 -1.3234 0.4740 0.396
H 2.0089 0.0176 0.6658 0.356
H 1.2292 -0.6661 1.8712 0.387
H -0.3236 -3.5892 1.4740 0.305
H 0.8960 -3.3566 2.2753 0.290
O 0.3689 -2.9220 1.5880 -0.612

=====

19
Properties=species:S:1:pos:R:3:mulliken_charge:R:1 method="wB97M-V/def2-TZVPD" total_charge=0 gap_ev=9.37 smiles=C[C@](N)(C#N)CCN relative_energy_kcal_mol=50.2 homo_energy_ev=-8.5
C -0.8810 -0.4344 0.1363 1.753
C -0.1264 0.5833 -0.7167 -1.318
C 1.5824 1.2313 -0.3124 -0.712
C -1.6402 0.1905 1.3047 -1.646
N -1.7878 -1.2598 -0.6547 -0.667
N 2.6365 0.3412 -0.4011 -0.601
C 0.3128 -1.1349 0.5829 0.080
N 1.3288 -1.6719 0.7890 -0.650
H -1.3018 -1.7099 -1.4220 0.267
H -2.2044 -1.9881 -0.0827 0.269
H 2.3712 -0.6211 0.1866 0.395
H 2.8170 0.0889 -1.3705 0.260
H -0.6741 1.5214 -0.7444 0.311
H -0.0057 0.2247 -1.7380 0.363
H 1.6437 2.0542 -1.0244 0.401
H 1.4251 1.5547 0.7162 0.357
H -1.0012 0.8740 1.8617 0.324
H -2.0024 -0.5816 1.9834 0.412
H -2.4925 0.7374 0.9059 0.402

=====

18
Properties=species:S:1:pos:R:3:mulliken_charge:R:1 method="wB97M-V/def2-TZVPD" total_charge=0 gap_ev=9.05 smiles=CNCCCSS relative_energy_kcal_mol=13.1 homo_energy_ev=-8.5
S -1.1036 1.1989 -1.9922 -0.210
S -1.2591 1.1391 0.0635 -0.085
C 0.4545 1.3370 0.6165 -0.754
C 1.3913 0.2207 0.1539 -0.553
C 1.3900 -0.9942 1.0911 -0.572
N 0.4154 -2.0111 0.7422 -0.299
C 0.5283 -3.2076 1.5438 -0.925
H -1.2202 2.5283 -2.1307 0.155
H 0.8465 2.2969 0.2674 0.341
H 0.4079 1.4395 1.6930 0.401
H 1.1519 -0.0546 -0.8770 0.292
H 2.3979 0.6401 0.1477 0.340
H 1.2024 -0.6057 2.1040 0.322
H 2.3756 -1.4631 1.1364 0.409
H -0.5127 -1.6240 0.6447 0.230
H 1.1433 -3.9334 1.0192 0.239
H 0.9237 -2.9893 2.5365 0.301
H -0.4345 -3.6675 1.7409 0.369

=====

13
Properties=species:S:1:pos:R:3:mulliken_charge:R:1 method="wB97M-V/def2-TZVPD" total_charge=0 gap_ev=8.60 relative_energy_kcal_mol=92.0 homo_energy_ev=-8.2
C 2.0589 -0.3153 0.1686 -1.042
C 0.6157 -0.0386 -0.0869 0.592
N -0.0293 -0.4565 -1.1660 -0.620
C -1.2727 0.0819 -1.0057 0.190
C -1.4589 0.9070 0.1994 -0.514
O -2.1493 -0.5605 0.3991 -0.447
N -0.1473 0.6952 0.7411 0.008
H 2.4267 -1.0276 -0.5704 0.291
H 2.2066 -0.7216 1.1739 0.323
H 2.6379 0.6113 0.0889 0.296
H -2.0010 -0.0238 -1.8029 0.376
H -3.0843 -0.3267 0.3031 0.362
H 0.1971 1.1753 1.5578 0.187

=====

96
Properties=species:S:1:pos:R:3:mulliken_spin:R:1 method="wB97M-V/def2-TZVPD" total_charge=0 gap_ev="7.47 / 8.00" spin_multiplicity=2 relative_energy_kcal_mol=19.3 homo_energy_ev="-6.9 / -7.5"
Ti -0.5450 -0.4742 0.1143 0.884
O 2.4553 -4.0533 4.5084 0.002
C 1.7634 -3.2142 3.6268 0.008
C 1.7389 -1.7956 3.6774 -0.006
C 1.0195 -1.0809 2.7415 0.033
N 0.4584 -1.6808 1.7121 -0.021
C 0.4170 -3.0026 1.6778 0.031
C 1.0564 -3.7977 2.5772 -0.003
C -0.1325 -3.4988 0.3879 0.010
O -0.3449 -4.6911 0.2910 0.000
O -0.2110 -2.5666 -0.5066 -0.010
C 0.9500 0.4523 2.6759 0.006
O 1.3100 1.1110 3.6225 0.011
O 0.4851 0.8439 1.5212 0.007
H 2.7564 -3.5712 5.2831 0.000
H 2.2920 -1.2313 4.4355 0.000
H 0.9927 -4.9025 2.4386 0.000
C -3.4893 -4.3612 1.7597 -0.001
N -3.0724 -3.2397 2.5310 0.001
C -2.9502 -3.4432 3.9622 0.000
C -2.9624 -2.0318 4.4617 0.000
N -2.2258 -1.3491 3.3664 -0.001
C -2.1971 0.0891 3.4178 0.003
C -2.5471 -2.0094 2.1961 0.010
N -2.3192 -1.5847 0.9950 0.002
C -3.1487 -2.1091 -0.1200 0.010
C -3.2843 -0.9994 -1.1484 -0.002
N -1.9053 -0.7156 -1.6287 0.006
C -1.7354 -0.4460 -2.8992 0.002
N -2.7913 0.0187 -3.7331 0.000
C -3.5870 1.1079 -3.1626 0.000
C -2.1876 0.2841 -5.0386 0.000
C -0.9118 -0.4732 -5.0098 0.000
N -0.6294 -0.5829 -3.6397 -0.003
C 0.3056 -1.6776 -3.3082 0.017
H -2.9226 -5.2241 2.2017 0.000
H -3.0632 -4.3095 0.7894 0.000
H -4.5650 -4.5375 1.8044 0.000
H -2.0246 -4.0100 4.0836 0.000
H -3.7684 -4.0258 4.3601 0.000
H -2.4279 -1.8799 5.3611 0.000
H -4.0051 -1.6959 4.5754 0.000
H -1.8821 0.4720 2.4786 -0.008
H -3.1641 0.4919 3.6262 0.000
H -1.4642 0.4496 4.1910 0.001
H -4.1799 -2.3062 0.2593 0.001
H -2.6848 -2.9757 -0.5343 0.000
H -3.7040 -0.0527 -0.7050 -0.001
H -3.8400 -1.3874 -2.0205 0.002
H -3.5915 1.9907 -3.8103 0.000
H -3.1810 1.4410 -2.2195 0.000
H -4.6122 0.7786 -3.0545 0.000
H -2.0013 1.3498 -5.0972 0.000
H -2.8202 -0.0826 -5.9256 0.000
H -0.1224 0.0348 -5.6340 0.000
H -1.0743 -1.4714 -5.5331 0.000
H 0.0758 -2.5513 -3.9036 0.001
H 1.3326 -1.3440 -3.5387 0.000
H 0.1172 -1.9406 -2.2956 -0.001
C 2.9401 3.5261 1.7525 -0.002
Sb 1.7698 5.2085 2.2750 0.000
C 0.3424 4.4754 0.8433 0.000
C 2.8225 6.5533 0.9694 0.000
H 3.0456 3.6951 0.6366 0.000
H 2.4428 2.6205 1.8622 0.002
H 3.8742 3.6032 2.3150 0.000
H 0.8344 3.7353 0.2049 0.000
H -0.0955 5.2719 0.2327 0.000
H -0.4230 3.9886 1.4245 0.000
H 3.6234 7.1032 1.5503 0.000
H 2.2585 7.3072 0.4392 0.000
H 3.4120 5.9727 0.3251 0.000
C 0.9279 2.5484 -2.6440 -0.001
N 2.2050 1.9373 -2.2677 0.002
C 3.4480 2.5345 -2.6685 0.000
C 4.5429 1.4116 -2.7445 0.000
C 4.5372 0.7000 -1.3742 0.000
N 3.2404 0.1870 -1.0292 0.004
C 3.2465 -0.9136 -0.1396 -0.014
C 2.0788 0.8668 -1.4315 -0.003
O 0.9508 0.4315 -1.1740 0.016
H 0.2578 1.7375 -2.6289 0.002
H 1.0446 3.0644 -3.6297 0.000
H 0.4651 3.2215 -1.8849 0.001
H 3.7481 3.3122 -1.9920 0.000
H 3.3018 2.9936 -3.6717 0.000
H 5.4762 1.8951 -2.9975 0.000
H 4.3423 0.7351 -3.5612 0.000
H 4.8085 1.4045 -0.6480 0.000
H 5.3132 -0.0995 -1.4278 0.000
H 3.8350 -1.7135 -0.6077 0.000
H 2.2267 -1.2173 -0.0285 0.013
H 3.5852 -0.6971 0.8627 0.000
F -1.5515 2.3795 -1.1553 -0.003
B -1.6560 1.5335 -0.0413 -0.011
F -2.4714 2.1489 0.8091 0.003

=====

26
Properties=species:S:1:pos:R:3:mulliken_charge:R:1 method="wB97M-V/def2-TZVPD" total_charge=0 gap_ev=9.92 smiles="NCC[C@@H](OC=O)P(=O)(O)O.ClCCl" homo_energy_ev=-9.5
N 3.3323 0.6869 0.2372 -0.556
C 1.9793 0.7547 0.7706 -0.505
C 0.9198 0.8320 -0.3214 -0.605
C -0.4382 1.2530 0.2663 -0.127
O -0.9552 2.3399 -0.4958 -0.375
C -1.7599 3.1874 0.1854 0.110
O -1.7029 3.4047 1.3705 -0.469
P -1.5999 -0.1694 0.2959 0.809
O -1.3643 -1.1866 -0.7292 -0.609
O -1.4212 -0.7849 1.7597 -0.532
O -3.0837 0.4053 0.3026 -0.509
H 3.9685 1.2718 0.7483 0.223
H 3.3733 0.8923 -0.7464 0.234
H 1.7787 -0.1532 1.3446 0.179
H 1.8794 1.5949 1.4581 0.377
H 0.8333 -0.1550 -0.7624 0.271
H 1.1934 1.5345 -1.0994 0.386
H -0.2469 1.5348 1.2988 0.543
H -2.4974 3.6786 -0.4524 0.389
H -0.8709 -0.2102 2.2984 0.369
H -3.4003 0.3553 -0.6082 0.354
C -0.0997 -4.1374 -1.4818 0.268
Cl -0.1059 -4.9265 0.1009 -0.166
Cl 1.4528 -4.3416 -2.3107 -0.177
H -0.8768 -4.5815 -2.0910 0.258
H -0.2877 -3.0799 -1.3385 -0.142

=====

20
Properties=species:S:1:pos:R:3:mulliken_charge:R:1 method="wB97M-V/def2-TZVPD" total_charge=0 gap_ev=9.40 smiles=CCNCCO.O relative_energy_kcal_mol=60.3 homo_energy_ev=-8.8
C -2.6580 -0.8589 -0.5010 -0.970
C -1.9882 0.4734 -0.0475 -0.513
N -0.6143 0.3540 0.6524 -0.443
C 0.3851 0.2001 -0.4034 -0.001
C 0.9641 1.3643 -1.0702 -0.868
O 2.2425 1.0806 -1.5545 -0.535
H -2.0361 -1.5686 -1.0171 0.371
H -3.1057 -0.4090 -1.2961 0.336
H -3.3834 -1.0817 0.3280 0.267
H -2.7363 0.8787 0.6075 0.395
H -1.8962 1.1359 -0.9790 0.217
H -0.3964 -0.3973 1.3014 0.268
H -0.0639 -0.4339 -1.1339 0.112
H 1.2587 -0.3240 0.0241 0.296
H 0.4641 1.6278 -1.9377 0.280
H 0.9939 2.2246 -0.4803 0.458
H 2.8601 1.5035 -0.8842 0.331
H 2.7396 -1.7048 2.2175 0.319
H 3.5609 -1.8560 3.5451 0.325
O 3.4094 -2.2084 2.6288 -0.645

=====

15
Properties=species:S:1:pos:R:3:mulliken_charge:R:1 method="wB97M-V/def2-TZVPD" total_charge=+1 gap_ev=11.78 smiles="[NH3+][C@@H](CO)C(=O)O" relative_energy_kcal_mol=9.1 homo_energy_ev=-15.5
O -0.3012 -1.0047 2.2489 -0.456
C 0.3116 -0.2870 1.5295 0.426
O 1.6052 0.0580 1.6631 -0.498
C -0.2608 0.3437 0.2875 0.130
C -1.2220 -0.4876 -0.6265 -0.586
O -0.4290 -0.9712 -1.7308 -0.603
N 0.7675 0.9623 -0.6255 -0.267
H 1.9367 -0.1571 2.5453 0.400
H -0.9289 1.1184 0.5314 0.278
H -1.9539 0.2165 -1.0205 0.331
H -1.6656 -1.3563 -0.1599 0.441
H -0.9308 -1.6808 -2.1455 0.356
H 1.7152 0.7139 -0.3317 0.344
H 0.6482 0.5527 -1.5526 0.346
H 0.7078 1.9793 -0.6127 0.358

=====

13
Properties=species:S:1:pos:R:3:mulliken_charge:R:1 method="wB97M-V/def2-TZVPD" total_charge=0 gap_ev=10.18 relative_energy_kcal_mol=175.9 homo_energy_ev=-9.8
C -0.3789 1.1819 0.2663 -0.202
C -1.2612 0.2418 -0.3801 -0.379
C 0.3455 -1.2948 0.2842 -0.304
H -0.5397 1.3262 1.3332 0.259
H -0.1341 2.1348 -0.4368 0.253
H -2.3406 0.3641 0.0050 0.249
H -1.5126 0.4966 -1.5249 0.227
H 1.2567 -1.8116 -0.5203 0.275
H -0.1462 -1.8071 1.4591 0.260
N 2.0010 0.5109 -0.3346 -0.077
N 0.8585 0.1402 0.3963 0.196
O 2.8575 -0.3452 -0.2223 -0.430
O -1.0061 -1.1378 -0.3252 -0.328

=====

40
Properties=species:S:1:pos:R:3:mulliken_charge:R:1 method="wB97M-V/def2-TZVPD" total_charge=0 gap_ev=5.98 relative_energy_kcal_mol=40.3 homo_energy_ev=-7.1
C 1.0900 -3.1545 0.8416 -0.692
N 1.5503 -1.8077 1.1203 0.000
C 0.8007 -0.6912 0.9110 -0.155
C -0.5276 -0.8314 0.2849 0.108
N 1.5689 0.4048 0.9581 0.130
C 1.1270 1.7533 0.6363 -0.860
C 2.8985 -0.0035 1.1487 1.042
C 2.8876 -1.4046 1.1967 0.754
C 4.0555 -2.1562 1.0745 -0.727
C 5.2785 -1.4400 1.1650 -0.643
C 5.2908 -0.0079 1.1657 -0.571
C 4.0757 0.7348 1.0652 -0.796
H 1.9019 -3.8658 0.6953 0.286
H 0.3389 -3.4881 1.5638 0.337
H 0.5536 -3.1781 -0.1404 0.229
H -1.0455 0.1113 -0.0306 -0.066
H -1.1148 -1.4677 0.9761 0.421
H 1.9734 2.4302 0.5914 0.271
H 0.5990 1.7963 -0.3191 0.409
H 0.4414 2.0996 1.4095 0.331
H 3.9796 -3.2468 0.9340 0.261
H 6.2485 -1.9866 1.2380 0.357
H 6.2610 0.5299 1.2272 0.358
H 4.0254 1.8257 0.9570 0.284
F -1.7136 -3.3968 -2.1178 -0.256
C -1.6244 -2.0408 -1.8582 0.798
F -1.8805 -1.3567 -2.9950 -0.189
F -2.5841 -1.7269 -0.9460 -0.206
S 0.0146 -1.7165 -1.1558 -0.248
N -3.0547 1.4624 -1.0603 -0.087
C -3.7405 1.7738 0.0650 0.313
O -3.3974 1.3831 1.1857 -0.734
C -4.8891 2.6893 -0.3295 -0.499
C -4.6461 2.9804 -1.8223 -0.326
C -3.3298 2.2782 -2.1145 0.129
O -2.5741 2.4328 -3.0793 -0.720
H -5.8258 2.1528 -0.1965 0.201
H -4.9462 3.5890 0.2761 0.266
H -5.4146 2.5064 -2.4315 0.194
H -4.6519 4.0338 -2.0902 0.295

=====

71
Properties=species:S:1:pos:R:3:mulliken_spin:R:1 method="wB97M-V/def2-TZVPD" total_charge=+1 gap_ev="7.00 / 7.04" spin_multiplicity=3 relative_energy_kcal_mol=14.7 homo_energy_ev="-10.3 / -10.3"
C -1.4070 3.7300 -3.2890 0.000
C -1.2192 2.3824 -2.9813 0.001
C 0.0464 1.7764 -3.2909 0.000
C 1.1369 2.5929 -3.7966 0.000
C 0.8982 3.9820 -3.9949 0.000
C -0.3458 4.5365 -3.7686 0.000
C 2.3743 1.9530 -3.9880 0.000
C 2.5377 0.5763 -3.7647 -0.001
C 1.3876 -0.1590 -3.2558 0.000
C 1.5197 -1.5526 -2.9569 0.000
C 2.7657 -2.1482 -3.1417 0.000
C 3.8922 -1.4366 -3.6141 0.000
C 3.7736 -0.0977 -3.9146 0.000
H -2.3846 4.1616 -3.1199 0.000
H 1.7377 4.5365 -4.4294 0.000
H -0.5136 5.6126 -3.9024 0.000
H 3.2034 2.5496 -4.3711 0.000
H 2.8616 -3.2029 -2.9409 0.000
H 4.8538 -1.9419 -3.7320 0.000
H 4.5878 0.5173 -4.2979 0.000
N 0.2380 0.4809 -2.9534 -0.001
Pr 0.2943 0.3076 1.2778 2.056
C -2.2757 1.5358 -2.2986 -0.002
H -2.2884 0.5366 -2.7707 0.000
H -3.2872 1.9927 -2.3571 0.000
C 0.3404 -2.2977 -2.3736 0.000
H -0.5897 -1.9430 -2.8789 0.000
H 0.4963 -3.3963 -2.4626 0.000
P -1.9655 1.2559 -0.4615 -0.001
P 0.1136 -1.9752 -0.5462 -0.003
C 1.4449 -3.0454 0.0763 0.001
H 1.3364 -3.1389 1.1661 -0.001
H 1.2692 -4.0084 -0.4077 0.000
H 2.4225 -2.6407 -0.2074 0.000
C -1.3167 -3.1126 -0.4077 0.000
H -1.0030 -4.0413 -0.9035 0.000
H -1.5066 -3.2824 0.6607 0.000
H -2.2052 -2.6941 -0.9162 0.000
C -2.3357 2.9693 -0.0589 -0.001
H -3.2845 3.1796 -0.5427 0.000
H -2.4784 3.0569 1.0213 0.000
H -1.5841 3.6618 -0.4509 0.000
C -3.6532 0.6182 -0.2322 -0.001
H -3.8600 0.5776 0.8422 0.000
H -4.3199 1.3661 -0.6499 0.000
H -3.8396 -0.3370 -0.7517 0.000
C 2.7674 0.0839 0.6899 -0.023
O 3.9115 -0.1672 0.8415 -0.005
H 1.9808 0.8190 -0.1264 -0.016
C 1.7193 -1.1331 4.2164 0.004
N 1.2134 0.1539 3.6682 -0.011
C 2.2178 1.1891 4.0382 0.001
C -0.0543 0.4660 4.3956 0.002
C -1.1346 -0.5617 4.0921 -0.003
C -1.7215 -1.3398 5.1177 -0.001
C -2.7670 -2.2250 4.8553 0.000
C -3.2081 -2.3242 3.5320 0.000
C -2.5709 -1.5744 2.5128 0.000
C -1.5015 -0.7589 2.7806 0.003
H 2.7319 -1.2897 3.8270 0.000
H 1.0531 -1.9525 3.9169 -0.001
H 1.7553 -1.0529 5.3216 0.000
H 1.9682 2.1367 3.5620 0.000
H 2.2149 1.3011 5.1336 0.000
H 3.2112 0.8624 3.7003 0.000
H 0.1291 0.4547 5.4816 0.001
H -0.3075 1.5020 4.0913 0.000
H -1.2847 -1.2327 6.0998 0.000
H -3.2210 -2.8236 5.6634 0.000
H -4.0749 -2.9472 3.2640 0.000
H -2.8964 -1.5800 1.4623 -0.001